This record from OMol25 describes C5H9ILiO2 as an isolated structure. The level of theory is wB97M-V/def2-TZVPD.

Summary:
- HOMO-LUMO gap (eV) = 8.9
- largest force on an atom (eV/A) = 0.90
- multiplicity = 1
- electronic energy (a.u.) = -651.38518
- net charge = +1
- LUMO (eV) = -4.662

CARTESIAN COORDINATES (ANGSTROEM)
I: -2.647 -0.397 1.741
O: 1.586 0.336 -0.648
O: 1.439 -1.745 -1.499
C: -1.548 0.667 -0.743
C: 1.055 -0.926 -0.715
C: 2.572 0.512 0.387
C: -0.927 0.065 0.511
C: -0.094 -1.184 0.255
Li: -4.025 1.236 -0.286
H: 3.389 -0.204 0.255
H: 0.354 -1.543 1.193
H: 2.961 1.525 0.278
H: -0.372 0.814 1.076
H: -2.253 1.394 -0.327
H: -2.087 -0.120 -1.286
H: -0.698 -1.991 -0.169
H: 2.133 0.392 1.384
H: -0.838 1.167 -1.409

Atom charges from the Löwdin analysis, given in e for atoms 1 to 6: 0.94 -0.08 0.18 -0.21 -0.49 -0.03



This record from OMol25 describes an isolated ion of composition C5H9IN and charge +1 in a non-equilibrium geometry. The level of theory is wB97M-V/def2-TZVPD.

Summary:
- HOMO-LUMO gap (eV) = 9.7
- largest force on an atom (eV/A) = 4.68
- multiplicity = 1
- electronic energy (a.u.) = -548.03443
- net charge = +1
- LUMO (eV) = -3.900
- energy relative to the best compared isomer or geometry (same formula, charge and spin) (kJ/mol) = 144.2

CARTESIAN COORDINATES (ANGSTROEM)
I: 1.329 -2.969 1.383
N: 0.327 -1.097 -0.688
C: 0.064 1.068 0.208
C: -1.358 -0.910 1.164
C: 1.101 0.271 -0.671
C: 0.028 -1.334 0.712
C: -0.233 0.065 1.327
H: 0.500 2.007 0.443
H: 2.021 0.023 -0.248
H: -0.766 1.097 -0.483
H: 0.914 -1.744 -1.023
H: -0.518 -1.116 -1.197
H: -1.888 -1.504 1.948
H: 1.250 0.491 -1.768
H: 0.156 0.325 2.209
H: -1.991 -0.847 0.383

Atom charges from the Löwdin analysis, given in e for atoms 1 to 6: 0.92 0.04 -0.06 -0.03 -0.01 -0.74



This record from OMol25 describes an isolated ion of composition C5H9IN and charge +1 in a non-equilibrium geometry. The level of theory is wB97M-V/def2-TZVPD.

Summary:
- HOMO-LUMO gap (eV) = 7.5
- largest force on an atom (eV/A) = 3.34
- multiplicity = 1
- electronic energy (a.u.) = -548.00805
- net charge = +1
- LUMO (eV) = -7.939
- energy relative to the best compared isomer or geometry (same formula, charge and spin) (kJ/mol) = 213.5

CARTESIAN COORDINATES (ANGSTROEM)
I: 4.724 -1.453 -0.200
N: 1.115 -0.945 -0.835
C: -1.292 -0.405 1.132
C: 2.201 -1.202 -0.577
C: 0.110 1.502 0.259
C: -0.183 -0.603 -1.141
C: -0.820 0.351 -0.102
H: -0.150 -0.122 -2.126
H: -2.039 -1.153 0.877
H: -0.461 -0.896 1.633
H: 0.526 1.974 -0.628
H: -1.699 0.764 -0.613
H: 0.926 1.162 0.894
H: -0.769 -1.526 -1.216
H: -1.746 0.292 1.832
H: -0.442 2.259 0.810

Atom charges from the Löwdin analysis, given in e for atoms 1 to 6: 0.78 0.05 -0.06 -0.12 -0.07 -0.15



This record from OMol25 describes a 2-piece molecular cluster, C5H9IN overall in a non-equilibrium geometry. The level of theory is wB97M-V/def2-TZVPD.

Summary:
- HOMO-LUMO gap (alpha / beta) (eV) = 4.0 / 4.0
- largest force on an atom (eV/A) = 3.32
- multiplicity = 1
- electronic energy (a.u.) = -547.86117
- net charge = +1
- LUMO (alpha / beta) (eV) = -8.571 / -8.567
- energy relative to the best compared isomer or geometry (same formula, charge and spin) (kJ/mol) = 599.1

CARTESIAN COORDINATES (ANGSTROEM)
I: -0.764 -0.507 -4.293
N: 0.045 0.139 -0.522
C: -0.701 0.584 1.809
C: 1.210 -0.704 -1.094
C: -1.498 -0.500 1.105
C: -1.045 -0.730 -0.100
C: 0.380 0.946 0.700
H: 0.981 -1.734 -0.811
H: 1.271 -0.798 -2.211
H: 2.205 -0.265 -0.800
H: -0.239 0.652 -1.361
H: 1.420 0.588 1.061
H: 0.646 1.939 0.368
H: -1.389 1.353 2.222
H: -2.405 -1.023 1.472
H: -0.117 0.060 2.454

Atom charges from the Löwdin analysis, given in e for atoms 1 to 6: 0.31 -0.15 -0.08 -0.02 -0.06 0.07